The following is a quantum chemistry calculation of a cluster of 8 separate species, C37H77N3O30P3 in total in a non-equilibrium geometry, from the OMol25 dataset.

Output
Calculated total energy (eV): -133376.648
Gap between HOMO and LUMO (eV): 7.23
LUMO (eV): -3.818
Highest occupied orbital energy (Eh): -0.406

```
! RIJCOSX wB97M-V def2-TZVPD def2/J DEFGRID3
* xyz 1 1
C 0.78068 3.61274 4.19800
C 0.29961 3.06552 3.04907
C 0.71717 1.75283 2.49250
N 1.29209 1.91059 1.10667
C 1.72648 0.95627 3.30340
C 3.19019 1.39641 3.32643
O 3.84080 0.96156 2.15020
C 5.19385 0.54569 2.37208
C 5.30498 -0.97580 2.36062
N 1.59177 -0.33843 2.63156
C 0.46311 -0.50105 2.04982
P 0.16847 -2.05105 1.10011
N -1.14668 -2.74328 1.45047
O 1.43117 -2.97823 1.45312
O 0.37462 -1.65024 -0.41631
C -0.46045 0.71091 2.26519
C -1.28530 0.99335 0.98715
C -2.75971 0.53613 0.97665
P -3.27023 -0.13392 -0.62897
O -2.31464 -1.10235 -1.18248
O -4.71635 -0.73005 -0.35798
C -4.76635 -1.90829 0.46842
C -5.37514 -1.61706 1.84559
O -3.59532 1.10729 -1.55193
C -2.70143 1.36952 -2.66363
C -3.11678 0.60341 -3.91565
C -1.23300 0.42059 3.57260
P -2.47033 1.60598 4.20112
O -1.95626 2.20900 5.43203
O -3.79747 0.76004 4.48012
O -2.80724 2.69254 3.07487
H 1.83221 3.86826 4.31379
H 0.11393 3.87647 5.01427
H -0.45286 3.61729 2.48853
H 0.78391 2.65284 0.63844
H 2.24956 2.24283 1.16944
H 1.43515 0.87819 4.35342
H 3.23546 2.48601 3.40515
H 3.67533 0.98263 4.21392
H 5.79944 0.93512 1.55416
H 5.61473 0.95856 3.28978
H 6.19931 -1.26433 2.91541
H 5.42223 -1.36946 1.35185
H 4.46411 -1.44091 2.88381
H 2.33916 -1.02303 2.62338
H -1.69079 -2.23991 2.13914
H 2.27427 -2.66476 1.08914
H 1.25541 -1.31098 -0.63785
H -1.29242 2.07893 0.87534
H -0.78591 0.59999 0.10450
H -3.00813 -0.21715 1.72430
H -3.40711 1.39685 1.13229
H -5.36816 -2.65424 -0.04515
H -3.77770 -2.35664 0.58871
H -4.62236 -1.74442 2.62951
H -6.15693 -2.33513 2.08170
H -5.73563 -0.59199 1.91816
H -1.66839 1.15500 -2.39184
H -2.77625 2.43858 -2.85328
H -2.25877 0.18987 -4.44132
H -3.71857 1.21642 -4.58006
H -3.71367 -0.25112 -3.59727
H -0.57474 0.26712 4.42436
H -1.77784 -0.51472 3.42341
H -4.56328 1.06297 3.97312
H -3.55684 3.25160 3.33170
C -5.29566 1.95642 -9.29962
O -5.07266 0.55665 -9.48896
C -4.60352 -0.07779 -8.41552
O -4.36259 0.42725 -7.34771
O -4.44332 -1.35953 -8.72608
C -3.93602 -2.16980 -7.65925
H -5.67229 2.33084 -10.24644
H -6.03402 2.12531 -8.51827
H -4.36571 2.46315 -9.04787
H -4.62121 -2.16068 -6.81353
H -2.94986 -1.82760 -7.35193
H -3.85856 -3.17799 -8.05347
C -0.42347 -5.26074 -0.52227
O 0.24824 -6.39083 0.04122
C -0.40335 -7.54479 -0.11169
O -1.46264 -7.68649 -0.66299
O 0.32192 -8.50996 0.45112
C -0.26355 -9.81365 0.35998
H 0.20955 -4.40275 -0.32618
H -0.54476 -5.37908 -1.59777
H -1.38904 -5.10508 -0.04939
H -0.38442 -10.10751 -0.68057
H -1.22592 -9.83767 0.86696
H 0.42868 -10.48833 0.85407
C 2.14506 -3.47653 -8.80362
O 1.95367 -2.20492 -9.43020
C 0.72398 -1.70993 -9.30295
O -0.18970 -2.23494 -8.71977
O 0.67832 -0.53783 -9.93197
C -0.59663 0.10831 -9.88136
H 3.17943 -3.74920 -8.98905
H 1.96874 -3.40674 -7.73181
H 1.48467 -4.22284 -9.24035
H -0.87940 0.32394 -8.85195
H -1.35938 -0.50514 -10.35771
H -0.48947 1.03979 -10.42891
C -8.09104 -2.87716 7.19984
O -8.83885 -3.87468 6.49987
C -8.57320 -3.95523 5.19915
O -7.77956 -3.27507 4.59726
O -9.33233 -4.91358 4.67694
C -9.15480 -5.11667 3.27238
H -8.41368 -2.93228 8.23477
H -7.02413 -3.08253 7.13619
H -8.30479 -1.88742 6.80083
H -8.13003 -5.41156 3.05425
H -9.41024 -4.21472 2.71936
H -9.83258 -5.91861 2.99764
C 5.38733 4.74044 1.76060
O 6.56108 5.53643 1.64567
C 7.58636 5.07936 2.37388
O 7.56045 4.09226 3.06540
O 8.61772 5.89165 2.20006
C 9.79851 5.52307 2.92566
H 4.62878 5.20091 1.13303
H 5.56787 3.72343 1.41283
H 5.03441 4.72715 2.79199
H 10.14828 4.54190 2.61215
H 9.60545 5.52711 3.99618
H 10.54377 6.27358 2.68361
C 7.41363 -4.11603 -1.32997
O 7.67442 -3.23971 -2.42976
C 6.93482 -2.13764 -2.45614
O 6.08951 -1.83304 -1.64809
O 7.28197 -1.42696 -3.52260
C 6.56543 -0.20087 -3.68973
H 8.08878 -4.95694 -1.45056
H 7.61708 -3.61570 -0.38486
H 6.38361 -4.46670 -1.35484
H 6.73326 0.45978 -2.84113
H 5.50090 -0.39255 -3.81057
H 6.95945 0.25541 -4.59209
C 3.59479 8.52442 4.66895
O 2.32419 9.14527 4.45563
C 1.30809 8.30170 4.31382
O 1.37672 7.09729 4.34987
O 0.19899 9.01066 4.12634
C -0.98690 8.23035 3.96236
H 4.31136 9.33382 4.76460
H 3.58400 7.93363 5.58291
H 3.86226 7.89715 3.82020
H -1.17644 7.62863 4.84937
H -0.90452 7.58890 3.08630
H -1.79545 8.94073 3.82148
*
```